Formula: C23H30ClN3O6S
Source: the OMol25 dataset
Level of theory: ωB97M-V with the def2-TZVPD basis set

For the HOMO energy, the calculation gives -10.18 eV. As for the total charge: 0. The calculated total energy is -2368.3045 Ha.

Geometry as XYZ:
```
64
C23H30ClN3O6S (ωB97M-V with the def2-TZVPD basis set)
C -0.2705 -2.0659 -0.0517
C -1.2575 -1.7851 -1.2864
O -0.7520 -1.5401 -2.3969
O -2.6532 -1.8729 -1.0127
C -3.2781 -0.5690 -1.1471
C -3.3483 0.2804 0.2104
C -2.0392 1.1277 0.5441
C -1.8248 2.4543 -0.3414
C -3.0820 2.9179 -1.2038
C -4.2489 3.6856 -0.4312
C -5.6509 3.1496 -1.0591
Cl -4.3616 3.4112 1.3680
C -0.6802 2.0426 -1.4287
C 0.7917 1.9294 -0.7480
C 1.3392 3.4659 -0.6811
O 1.7521 3.8041 -2.0289
C 3.0144 3.2620 -2.3165
N 4.0044 2.6248 -2.4991
S -0.1774 4.4706 -0.1878
O -0.7152 5.2539 -1.3480
O 0.3240 5.4046 0.8968
O -1.2806 3.4678 0.5520
H 0.4920 -2.8771 -0.2833
H 0.2871 -1.1106 0.2397
H -0.9205 -2.3322 0.8626
H -4.3636 -0.7545 -1.4898
H -2.7925 0.0066 -2.0163
H -3.4735 -0.4906 1.0598
H -4.3172 0.8738 0.1864
H -2.1512 1.4837 1.6361
H -1.1218 0.4566 0.5263
H -3.5606 2.0807 -1.8305
H -2.6719 3.6594 -1.9890
H -4.2330 4.8055 -0.6981
H -5.7835 2.0201 -0.9147
H -6.5414 3.6415 -0.5229
H -5.6937 3.3159 -2.1992
H -0.6949 2.7091 -2.3551
H -0.9009 0.9782 -1.8151
H 1.4460 1.2557 -1.3864
H 0.7381 1.4800 0.3024
H 2.1620 3.5029 0.1010
C 3.7744 -6.6527 0.7215
C 4.1990 -5.4721 0.1296
C 3.2382 -4.5618 -0.2792
N 1.9173 -4.7561 -0.1399
C 1.5334 -5.9069 0.4338
C 2.4148 -6.8785 0.8794
H 4.4959 -7.3899 1.0560
H 5.2522 -5.2633 -0.0106
H 3.5206 -3.6228 -0.7445
H 0.4607 -6.0390 0.5318
H 2.0480 -7.7884 1.3374
C 3.6644 -1.0140 3.2628
C 3.7443 -1.6353 2.0249
C 3.2481 -0.9620 0.9207
N 2.6895 0.2574 0.9774
C 2.6230 0.8352 2.1878
C 3.0936 0.2474 3.3504
H 4.0430 -1.5081 4.1507
H 4.1824 -2.6200 1.9199
H 3.2907 -1.4048 -0.0692
H 2.1646 1.8198 2.2060
H 3.0152 0.7618 4.2999
```

Formula: C23H30ClN5O2S
Source: the OMol25 dataset
Level of theory: ωB97M-V with the def2-TZVPD basis set

The calculation puts the energy above the lowest of the compared OMol25 structures with the same formula, charge and spin at 0.125 eV. For the HOMO energy, the calculation gives -8.04 eV. As for the total charge: 0. The calculated total energy is -2177.1535 Ha.

Geometry as XYZ:
```
62
C23H30ClN5O2S (ωB97M-V with the def2-TZVPD basis set)
C 2.3001 -0.6748 2.7103
S 2.2109 -2.3258 1.9575
C 0.4243 -2.4015 1.5472
C 0.1485 -2.6501 0.0695
C 0.5168 -1.4712 -0.8563
N 1.9467 -1.3432 -0.9732
C 2.6487 -1.8883 -1.9782
O 2.1460 -2.5540 -2.8607
C 4.1571 -1.6377 -1.8962
C 4.5088 -0.3811 -1.1631
C 4.3679 0.8559 -1.7841
C 4.6473 2.0280 -1.1075
C 5.0762 1.9647 0.2083
Cl 5.4331 3.4258 1.0632
C 5.2252 0.7454 0.8471
C 4.9368 -0.4198 0.1597
C -0.0156 -0.1371 -0.3212
O 0.7501 0.6319 0.2470
N -1.3139 0.1474 -0.4911
C -2.3362 -0.6656 -1.1042
C -3.3525 -1.1078 -0.0507
C -3.9945 0.1120 0.6406
C -2.8702 1.0155 1.1707
C -1.8638 1.3628 0.0772
N -4.7686 -0.3625 1.7965
C -6.0953 -0.8621 1.4983
C -7.0358 0.2049 0.8992
C -6.2577 0.8820 -0.1674
N -6.7244 1.6330 -1.2126
C -5.6370 2.0097 -1.9322
N -4.5297 1.5544 -1.4192
C -4.8963 0.8483 -0.3082
H 1.9281 0.0664 2.0082
H 1.7216 -0.6675 3.6304
H 3.3456 -0.4895 2.9306
H 0.0066 -3.2199 2.1357
H -0.0133 -1.4626 1.8803
H -0.9123 -2.8825 -0.0432
H 0.7205 -3.5187 -0.2636
H 0.1385 -1.6801 -1.8632
H 2.3904 -0.7353 -0.2979
H 4.5880 -2.5072 -1.3944
H 4.5343 -1.6176 -2.9200
H 4.0312 0.9000 -2.8094
H 4.5330 2.9842 -1.5934
H 5.5648 0.7109 1.8707
H 5.0399 -1.3716 0.6603
H -1.9062 -1.5311 -1.6036
H -2.8512 -0.0461 -1.8469
H -4.1221 -1.7137 -0.5292
H -2.8698 -1.7096 0.7212
H -3.2965 1.9381 1.5694
H -2.3679 0.4868 1.9839
H -1.0396 1.9498 0.4846
H -2.3674 1.9228 -0.7153
H -4.8427 0.3883 2.4760
H -6.5167 -1.2597 2.4242
H -5.9922 -1.6865 0.7891
H -7.9422 -0.2583 0.5028
H -7.3332 0.9210 1.6736
H -7.6875 1.8535 -1.4055
H -5.6970 2.6117 -2.8161
```

Formula: C23H30CuN6OSi2
Source: the OMol25 dataset
Level of theory: ωB97M-V with the def2-TZVPD basis set

As for the expectation value of S²: 0.76. Its spin multiplicity is 2. For the HOMO energy (alpha / beta), the calculation gives 0.01 / -2.17 eV. As for the total charge: -2. The calculated total energy is -3517.7315 Ha.

Geometry as XYZ:
```
63
C23H30CuN6OSi2 (ωB97M-V with the def2-TZVPD basis set)
Cu 0.5622 -0.1079 0.5781
O -2.8815 2.2193 1.0992
C -2.1402 1.3091 0.6651
N -0.8484 1.1660 0.9276
C -0.1991 2.2512 1.6290
C 0.9334 2.6999 0.7400
C 1.2542 4.0273 0.5172
C 2.1948 4.3461 -0.4545
C 2.7193 3.3157 -1.2208
C 2.3676 2.0140 -0.9150
N 1.5531 1.7011 0.0890
C -2.7296 0.2908 -0.2752
C -4.0796 0.3755 -0.6033
C -4.6253 -0.5453 -1.4774
C -3.7998 -1.5295 -2.0117
C -2.4706 -1.5374 -1.6254
N -1.9427 -0.6613 -0.7796
H -0.8956 3.0747 1.8133
H 0.1835 1.9000 2.5985
H 0.7571 4.8101 1.0766
H 2.4811 5.3757 -0.6284
H 3.3883 3.5166 -2.0472
H 2.7260 1.1713 -1.4886
H -4.6766 1.1534 -0.1479
H -5.6717 -0.4973 -1.7546
H -4.1786 -2.2631 -2.7111
H -1.7785 -2.2787 -2.0146
C -0.5433 -3.5467 1.6008
Si -0.5755 -1.6664 2.0294
C 0.3652 -1.6323 3.7280
C -2.3865 -1.4621 2.6679
H -0.9046 -4.1519 2.4408
H 0.4705 -3.8772 1.3620
H -1.1734 -3.7613 0.7339
H -0.0837 -2.3207 4.4563
H 0.3447 -0.6272 4.1602
H 1.4141 -1.9158 3.5999
H -2.5437 -2.0228 3.5960
H -3.1162 -1.8170 1.9348
H -2.6128 -0.4112 2.8706
C 4.2128 -1.3084 -2.1099
Si 3.8147 -1.3175 -0.2468
C 4.7501 -2.8460 0.4443
C 4.8334 0.1054 0.5312
C 2.0020 -1.4541 0.1287
H 5.2394 -1.6219 -2.3220
H 4.0678 -0.3169 -2.5452
H 3.5324 -1.9780 -2.6387
H 5.8144 -2.8143 0.1883
H 4.3369 -3.7766 0.0474
H 4.6737 -2.8890 1.5350
H 5.9040 -0.0650 0.3850
H 4.6412 0.1745 1.6054
H 4.5843 1.0720 0.0960
H 1.9142 -2.2594 0.8657
H 1.4966 -1.8040 -0.7826
N 1.0152 -0.1019 -2.9398
C 0.4900 -0.2678 -3.9589
C -0.1207 -0.4809 -5.2096
C -0.0708 -1.7595 -5.7869
N -0.0230 -2.8134 -6.2668
C -0.7311 0.5741 -5.9030
N -1.2270 1.4340 -6.5014
```

Formula: C23H30F3N3O2
Source: the OMol25 dataset
Level of theory: ωB97M-V with the def2-TZVPD basis set

The calculation puts the energy above the lowest of the compared OMol25 structures with the same formula, charge and spin at 0.051 eV. For the HOMO energy, the calculation gives -7.96 eV. As for the total charge: 0. The calculated total energy is -1508.8192 Ha.

Geometry as XYZ:
```
61
C23H30F3N3O2 (ωB97M-V with the def2-TZVPD basis set)
C 2.5784 0.9436 -4.3981
N 1.6489 1.0174 -3.2927
C 2.2275 0.8650 -1.9680
C 3.2857 -0.2561 -1.7796
C 4.5869 0.4511 -1.4003
C 4.1134 1.7091 -0.6785
C 2.9280 2.1666 -1.5218
C 0.4009 0.3192 -3.5451
C 0.4249 -1.1886 -3.2242
C -0.9528 -1.7915 -3.4991
N -1.9442 -1.1128 -2.6938
C -2.3070 -1.4627 -1.4449
O -3.0409 -0.7758 -0.7539
C -1.7592 -2.7754 -0.8582
N -1.5447 -2.5521 0.5544
C -0.4099 -1.9207 0.9537
O 0.5739 -1.8166 0.2414
C -0.4274 -1.4125 2.3458
C -1.4760 -0.7776 2.8758
C -1.5515 -0.1907 4.2053
C -0.5340 -0.3128 5.1545
C -0.6608 0.2527 6.4086
C -1.8046 0.9534 6.7517
C -2.8211 1.0825 5.8137
C -4.0807 1.8090 6.1921
F -4.9560 0.9987 6.8237
F -3.8570 2.8345 7.0292
F -4.7362 2.3134 5.1372
C -2.7037 0.5156 4.5558
C -2.0814 0.2824 -3.0747
C -0.7582 0.9981 -2.7989
H 2.1614 1.4901 -5.2466
H 3.5151 1.4167 -4.1170
H 2.7988 -0.0817 -4.7303
H 1.4023 0.6693 -1.2826
H 2.9662 -0.9143 -0.9718
H 3.4024 -0.8616 -2.6758
H 5.1453 0.7298 -2.2964
H 5.2305 -0.1714 -0.7796
H 3.7778 1.4512 0.3272
H 4.8904 2.4691 -0.6002
H 3.2766 2.7138 -2.3975
H 2.2492 2.8171 -0.9731
H 0.2030 0.4305 -4.6196
H 0.6827 -1.3380 -2.1748
H 1.1751 -1.6889 -3.8384
H -0.9710 -2.8649 -3.3126
H -1.2252 -1.6333 -4.5486
H -2.4774 -3.5863 -0.9973
H -0.7932 -3.0465 -1.2798
H -2.3778 -2.4145 1.1067
H 0.5183 -1.4944 2.8607
H -2.3691 -0.6415 2.2766
H 0.3636 -0.8584 4.9106
H 0.1356 0.1476 7.1292
H -1.9098 1.3986 7.7287
H -3.5053 0.6279 3.8407
H -2.3426 0.3334 -4.1352
H -2.8866 0.7189 -2.4827
H -0.5775 0.9739 -1.7238
H -0.8199 2.0415 -3.1073
```